1.
Below is C2CsLiO4 as an isolated structure, with properties calculated with wB97M-V/def2-TZVPD.

Each line ends with the Löwdin spin population.
Geometry (Å):
O 0.82499 -0.55072 0.29097  0.004
C 1.77711 0.22347 0.36339  0.001
O 1.60697 1.39774 -0.32658  0.006
O 3.04041 -0.33948 0.27223  0.002
Li -0.31039 1.09005 -0.12289  0.061
Cs -1.11425 -2.15301 -1.08229  0.098
C -2.32098 0.07196 0.22481  0.517
O -3.50386 0.25999 0.38036  0.311

Forces on atoms 1 to 6 (eV/Å):
O -4.717 -2.271 1.786
C 7.626 0.144 -7.317
O -0.762 -0.270 2.795
O -3.340 2.236 2.329
Li 0.889 -0.382 0.155
Cs 0.813 -0.003 0.186

Output
Total charge: -1
Gap between HOMO and LUMO (spin up / spin down) (hartree): 0.1166 / 0.1483
Expectation value of S²: 0.752
HOMO level (spin up / spin down) (eV): -1.674 / -2.627
Lowest unoccupied orbital energy (spin up / spin down) (eV): 1.50 / 1.41
2S+1: 2

---

2.
Below is C5H9FO2 in the gas phase, with properties calculated with wB97M-V/def2-TZVPD.

Each line ends with the natural charge from an NBO analysis.
Geometry (Å):
C 2.03868 0.65429 0.58760  -0.642
C 0.93165 -0.29653 0.04770  0.328
F 1.27123 -1.33166 -0.71507  -0.347
C -0.23655 -0.84382 0.90348  -0.475
C -1.14781 -0.59751 -0.16854  0.087
O -2.44123 -0.22318 0.22053  -0.703
C -0.10672 0.55687 -0.72703  0.032
O -0.46002 1.70573 -0.16216  -0.693
H 1.36770 1.78932 0.48213  0.202
H 2.55579 0.41690 1.71581  0.232
H 2.72526 0.75260 -0.17001  0.206
H -0.00137 -1.82915 1.27862  0.220
H -0.32090 -0.17889 1.70242  0.221
H -1.37755 -1.34108 -1.02013  0.201
H -2.28432 0.74960 0.40893  0.471
H 0.24353 0.52981 -1.72285  0.173
H -0.01470 2.39560 -0.56554  0.486

Forces on atoms 1 to 6 (eV/Å):
C -2.926 1.181 3.104
C -0.756 2.565 3.043
F 1.710 -1.236 -1.786
C 3.873 -1.485 0.940
C -2.466 0.185 -4.429
O 0.432 2.638 0.180

Output
Gap between HOMO and LUMO (hartree): 0.3775
Relative energy (zero: lowest compared OMol25 entry of this formula, charge and spin) (kcal/mol): 82.08
HOMO level (eV): -9.795
SMILES: C[C@@]1(F)C[C@@H](O)[C@H]1O
Lowest unoccupied orbital energy (eV): 0.48

---

3.
Below is C28H32MnN5O4SSi as an isolated structure, with properties calculated with wB97M-V/def2-TZVPD.

Each line ends with the Löwdin spin population.
Geometry (Å):
Mn 0.10509 1.35029 -0.39056  4.630
N 2.59840 1.08276 1.12031  0.017
C 3.59504 1.19212 0.05655  0.001
C 3.13766 2.07427 -1.12861  0.006
O 4.03432 2.43659 -1.90997  0.006
O 1.88999 2.32194 -1.21904  0.042
H 2.62497 1.88801 1.72595  0.000
H 2.73794 0.26045 1.69052  0.000
H 3.78988 0.19379 -0.34300  0.000
H 4.54902 1.59447 0.39095  0.000
N 2.08236 -1.72373 -2.41072  0.004
C 2.34339 -2.36455 -1.21612  0.001
C 3.15235 -3.44119 -0.87403  0.001
C 3.14588 -3.81776 0.45501  0.000
C 2.34551 -3.14769 1.39891  0.000
C 1.54724 -2.07911 1.04524  0.000
C 1.56927 -1.67463 -0.28418  0.005
N 0.89095 -0.64543 -0.89947  0.026
C 1.21617 -0.71255 -2.15250  0.011
C 0.69341 0.19451 -3.18247  0.002
C 0.93280 0.16892 -4.50522  0.002
S 0.11252 1.45940 -5.25634  0.007
C -0.52349 1.94075 -3.72889  0.006
N -0.14557 1.19753 -2.76128  0.028
H 2.52619 -1.88985 -3.29665  0.000
H 3.75837 -3.95809 -1.61013  0.000
H 3.76376 -4.64923 0.76809  0.000
H 2.35714 -3.47570 2.43165  0.000
H 0.90429 -1.57395 1.76245  0.000
H 1.56461 -0.50076 -5.07683  0.000
H -1.18081 2.79963 -3.62706  0.001
C 0.71942 1.28714 4.19561  0.001
Si -0.47924 1.96712 2.87175  0.006
C 0.28982 3.57703 2.26926  0.003
C -2.06552 2.43233 3.80011  0.001
N -0.78559 0.85855 1.60763  0.036
C -1.69480 -0.14241 1.81360  0.006
C -2.02799 -0.64387 3.11128  0.002
C -2.97622 -1.62844 3.34328  0.000
C -3.65768 -2.21397 2.28577  0.002
C -3.34797 -1.79028 0.99830  0.000
C -2.39391 -0.81270 0.76722  0.003
O -2.16086 -0.37703 -0.54688  0.016
C -2.09583 -1.30043 -1.54897  0.001
C -2.78102 -1.02236 -2.72105  0.000
C -2.66806 -1.87753 -3.81179  0.000
C -1.88606 -3.02222 -3.73158  0.000
C -1.21904 -3.30721 -2.54218  0.000
C -1.32107 -2.45373 -1.45247  0.000
H 0.39267 1.58392 5.20291  0.000
H 1.74002 1.66915 4.05644  0.000
H 0.77053 0.19007 4.17314  0.000
H 1.14828 3.87447 2.89212  0.000
H -0.44804 4.38745 2.30849  0.000
H 0.61363 3.49487 1.23109  0.001
H -2.09311 3.50798 4.01309  0.000
H -2.15490 1.89887 4.75518  0.000
H -2.94489 2.18233 3.19655  0.000
H -1.49723 -0.22388 3.96015  0.000
H -3.18690 -1.93725 4.36250  0.000
H -4.41208 -2.97668 2.44804  0.000
H -3.86980 -2.21913 0.14864  0.000
H -3.37969 -0.12075 -2.76954  0.000
H -3.19591 -1.64499 -4.73037  0.000
H -1.79572 -3.68663 -4.58409  0.000
H -0.60750 -4.19970 -2.46223  0.000
H -0.79238 -2.65980 -0.52872  0.000
C -0.76212 4.18922 -1.08425  0.018
O -0.91246 2.94844 -0.47861  0.099
H -0.80677 5.01727 -0.35133  0.002
H -1.57120 4.40007 -1.82030  0.003
H 0.19854 4.29351 -1.62037  0.001

Forces on atoms 1 to 6 (eV/Å):
Mn 0.209 0.089 1.008
N -0.105 -0.096 -0.269
C -0.260 0.128 0.072
C -0.077 0.078 -0.335
O -0.444 -0.199 0.315
O 0.578 -0.194 0.006

Output
Total charge: -1
Gap between HOMO and LUMO (spin up / spin down) (hartree): 0.2120 / 0.2202
Relative energy (zero: lowest compared OMol25 entry of this formula, charge and spin) (kcal/mol): 8.36
Expectation value of S²: 8.754
HOMO level (spin up / spin down) (eV): -3.662 / -3.889
Lowest unoccupied orbital energy (spin up / spin down) (eV): 2.11 / 2.10
2S+1: 6

---

4.
Below is C15H20BrMnO2S4 as an isolated structure, with properties calculated with wB97M-V/def2-TZVPD.

Each line ends with the natural charge from an NBO analysis.
Geometry (Å):
Mn 0.42211 0.13397 -0.65114  0.397
C -2.11028 1.26301 -2.51351  -0.531
C -0.99584 1.17938 -3.54836  -0.554
S 0.38448 0.10829 -3.08875  0.394
C -0.21119 -1.54478 -3.50432  -0.551
C -1.25599 -2.12313 -2.55206  -0.539
S -0.56234 -2.02998 -0.89014  0.408
C -2.01437 -1.97323 0.17344  -0.536
C -1.51402 -1.54842 1.54623  -0.554
S -0.53812 -0.02637 1.55683  0.392
C -1.78163 1.27814 1.60458  -0.552
C -2.53777 1.48391 0.30089  -0.529
S -1.30980 1.79221 -0.98946  0.343
H -2.59774 0.30652 -2.33899  0.212
H -2.86243 1.98477 -2.83273  0.250
H -0.53738 2.16329 -3.66881  0.253
H -1.37434 0.88898 -4.52823  0.255
H 0.69279 -2.15657 -3.48346  0.262
H -0.57038 -1.54360 -4.53349  0.252
H -1.44392 -3.16241 -2.82178  0.253
H -2.20548 -1.59279 -2.59200  0.214
H -2.48132 -2.95625 0.24188  0.251
H -2.74209 -1.28057 -0.24550  0.208
H -0.83180 -2.30384 1.93987  0.259
H -2.33009 -1.45435 2.26270  0.253
H -1.20635 2.17492 1.84691  0.253
H -2.46158 1.10809 2.43921  0.255
H -3.20556 2.34062 0.39170  0.252
H -3.13872 0.61933 0.02733  0.220
Br 1.69070 2.21315 0.16902  0.178
C 2.53357 1.32586 1.64141  0.040
C 2.54062 1.97465 2.86207  -0.278
C 3.13277 1.33179 3.93888  -0.187
C 3.70892 0.08029 3.76806  -0.194
C 3.70410 -0.52977 2.52442  -0.150
C 3.10134 0.08400 1.42915  -0.222
C 3.13065 -0.61982 0.09185  0.762
O 4.18997 -0.95115 -0.37821  -0.562
O 1.96833 -0.90992 -0.45472  -0.815
H 2.10614 2.95901 2.97187  0.233
H 3.15079 1.81680 4.90549  0.231
H 4.17907 -0.41560 4.60646  0.231
H 4.18421 -1.48843 2.37540  0.241

Forces on atoms 1 to 6 (eV/Å):
Mn -1.158 0.196 0.172
C -0.083 0.030 -0.074
C -0.095 0.099 -0.032
S 0.422 0.073 0.057
C -0.119 -0.169 0.047
C 0.075 -0.031 -0.203

Output
Total charge: +1
Gap between HOMO and LUMO (spin up / spin down) (hartree): 0.3363 / 0.3310
Relative energy (zero: lowest compared OMol25 entry of this formula, charge and spin) (kcal/mol): 7.58
Expectation value of S²: 0.878
HOMO level (spin up / spin down) (eV): -11.595 / -11.491
Lowest unoccupied orbital energy (spin up / spin down) (eV): -2.44 / -2.48
2S+1: 2

---

5.
Below is a 8-piece molecular cluster, H16O8 overall, with properties calculated with wB97M-V/def2-TZVPD.

Each line ends with the natural charge from an NBO analysis.
Geometry (Å):
O 2.09069 0.43275 2.12595  -0.956
H 2.62600 0.90518 1.48839  0.459
H 1.45676 -0.05044 1.59594  0.487
O 2.25220 -3.94410 -0.29654  -0.948
H 2.36188 -3.61428 0.59532  0.473
H 1.75724 -3.25939 -0.74645  0.472
O -0.00306 3.40505 0.89024  -0.910
H -0.92470 3.51915 1.12214  0.464
H -0.02195 3.01785 0.01506  0.446
O 0.29423 -0.52779 0.17368  -0.985
H 0.01621 -1.21199 -0.43525  0.482
H -0.42395 0.10499 0.16782  0.482
O 1.36414 -0.36483 -2.93954  -0.939
H 1.56826 0.39491 -2.39425  0.468
H 0.53925 -0.69866 -2.58691  0.470
O -2.49229 2.34363 2.61420  -0.939
H -2.98579 3.07574 2.24445  0.455
H -2.02585 1.96732 1.86784  0.479
O -1.99930 1.06361 0.13680  -0.947
H -1.59544 1.56139 -0.57407  0.476
H -2.80878 0.71957 -0.24084  0.496
O -0.18059 -2.59389 -1.60752  -0.973
H -0.90875 -2.89672 -1.06501  0.487
H 0.04362 -3.34893 -2.15147  0.503

Forces on atoms 1 to 6 (eV/Å):
O 0.301 0.098 0.496
H 0.098 0.114 -0.087
H -0.270 -0.225 -0.315
O 0.053 -0.354 -0.112
H 0.078 0.094 0.245
H -0.095 0.330 -0.058

Output
Gap between HOMO and LUMO (hartree): 0.3658
Relative energy (zero: lowest compared OMol25 entry of this formula, charge and spin) (kcal/mol): 58.59
HOMO level (eV): -10.570
SMILES: O.O.O.O.O.O.O.O
Lowest unoccupied orbital energy (eV): -0.62

---

6.
Below is C5H8N2 in the gas phase, with properties calculated with wB97M-V/def2-TZVPD.

Each line ends with the natural charge from an NBO analysis.
Geometry (Å):
C -1.57051 -0.35188 -0.25821  -0.648
C -0.26832 -0.17277 -1.03064  -0.028
C 0.70716 0.92853 -0.70234  -0.208
C 0.33946 1.84598 0.35773  0.259
N 0.00038 2.63220 1.14264  -0.318
N 1.03036 -0.47035 -0.47295  -0.365
C 1.09487 -0.99249 0.87918  -0.427
H -1.49132 -0.23317 0.82710  0.224
H -2.28256 0.40041 -0.59946  0.232
H -2.00495 -1.34144 -0.43798  0.225
H -0.32973 -0.41593 -2.09063  0.207
H 1.30857 1.41017 -1.47341  0.242
H 0.24508 -0.70745 1.51076  0.182
H 2.01457 -0.64013 1.35725  0.212
H 1.12198 -2.08438 0.80141  0.211

Forces on atoms 1 to 6 (eV/Å):
C 0.063 0.114 -0.074
C -0.217 -0.057 -0.149
C -0.036 0.171 -0.035
C -0.500 0.893 1.003
N 0.515 -1.093 -0.929
N 0.004 -0.102 0.173

Output
Gap between HOMO and LUMO (hartree): 0.3850
Relative energy (zero: lowest compared OMol25 entry of this formula, charge and spin) (kcal/mol): 40.08
HOMO level (eV): -9.562
SMILES: C[C@H]1[C@@H](C#N)N1C
Lowest unoccupied orbital energy (eV): 0.91

---

7.
Below is C20H28N4O in the gas phase, with properties calculated with wB97M-V/def2-TZVPD.

Each line ends with the natural charge from an NBO analysis.
Geometry (Å):
C 2.89933 -0.16488 -2.66869  -0.657
C 2.33359 0.49257 -1.44591  0.289
N 0.97782 0.53312 -1.43137  -0.592
C 0.37186 1.07560 -0.41240  0.633
N -0.98066 1.13880 -0.40748  -0.410
C -1.73561 1.61459 0.73284  -0.228
C -3.22557 1.65509 0.39672  -0.203
N -3.69535 0.33914 0.04189  -0.459
C -5.02244 -0.01338 0.16679  0.271
C -6.01722 0.93582 0.42474  -0.310
C -7.33642 0.55377 0.57418  -0.180
C -7.70762 -0.77450 0.46202  -0.260
C -6.73254 -1.72265 0.20292  -0.180
C -5.40965 -1.35474 0.06174  -0.302
C -2.77393 -0.47467 -0.72367  -0.220
C -1.73410 0.41019 -1.40537  -0.231
N 1.06595 1.60228 0.63058  -0.606
C 2.46903 1.62418 0.68816  0.646
O 2.99916 2.15055 1.64973  -0.635
C 3.11054 0.99826 -0.43905  -0.227
C 4.61167 0.97811 -0.42467  -0.413
C 5.21096 0.10362 0.68580  -0.391
C 5.03687 -1.40766 0.49228  -0.215
C 3.64076 -1.88490 0.88653  -0.610
C 6.08017 -2.15437 1.32440  -0.597
H 3.50550 -1.02607 -2.39639  0.225
H 2.08002 -0.49061 -3.30273  0.233
H 3.52217 0.53314 -3.22480  0.227
H -1.41587 2.62898 0.99761  0.206
H -1.58438 0.95830 1.60248  0.195
H -3.76268 1.99375 1.28644  0.221
H -3.39566 2.38920 -0.40663  0.182
H -5.76958 1.98345 0.49353  0.209
H -8.08413 1.30856 0.77114  0.212
H -8.74018 -1.06660 0.57532  0.213
H -7.00237 -2.76544 0.11799  0.212
H -4.66847 -2.11892 -0.11222  0.212
H -2.25840 -1.19725 -0.07368  0.186
H -3.32269 -1.03081 -1.48893  0.215
H -2.22840 1.11138 -2.08679  0.194
H -1.02464 -0.18860 -1.97678  0.265
H 0.60130 2.02819 1.42131  0.419
H 4.99833 0.65722 -1.39158  0.204
H 4.94822 2.00287 -0.24198  0.226
H 4.77843 0.40464 1.64041  0.221
H 6.28077 0.32310 0.72480  0.201
H 5.20654 -1.64875 -0.56412  0.183
H 2.87614 -1.42560 0.26699  0.210
H 3.43924 -1.63024 1.92524  0.203
H 3.56536 -2.96555 0.77753  0.203
H 5.96613 -3.23020 1.20774  0.203
H 5.96490 -1.90939 2.37807  0.202
H 7.08781 -1.88267 1.01734  0.204

Forces on atoms 1 to 6 (eV/Å):
C 0.005 0.044 0.060
C 0.145 0.263 0.395
N -0.352 -0.120 -0.188
C 0.315 0.016 -0.126
N -0.095 0.104 0.188
C -0.108 0.133 0.244

Output
Gap between HOMO and LUMO (hartree): 0.3071
Relative energy (zero: lowest compared OMol25 entry of this formula, charge and spin) (kcal/mol): 11.52
HOMO level (eV): -7.899
SMILES: Cc1nc(N2CCN(c3ccccc3)CC2)[nH]c(=O)c1CCC(C)C
Lowest unoccupied orbital energy (eV): 0.46

---

8.
Below is C7H18AlBr3O7S2 as an isolated structure, with properties calculated with wB97M-V/def2-TZVPD.

Each line ends with the natural charge from an NBO analysis.
Geometry (Å):
Al -3.67419 2.61787 -0.64705  0.999
O -1.50370 -0.74790 -0.17734  -0.404
H -0.54786 -0.94801 -0.14827  0.438
O -1.71328 2.46491 4.03236  -0.880
S -0.59093 1.96523 4.78684  2.281
O 0.71685 2.32177 4.31619  -0.877
O -0.68799 2.43394 6.35004  -0.625
C -0.66322 3.81426 6.53356  -0.093
C 0.41247 4.25564 7.60119  -0.612
C -0.41210 0.09243 5.11196  -0.780
H -1.60787 3.93401 7.06403  0.221
H -0.64660 4.41812 5.62627  0.208
H 1.40854 4.01565 7.22924  0.228
H 0.24040 3.56085 8.42323  0.224
H 0.37860 5.32168 7.82590  0.245
H 0.59244 -0.26103 4.87944  0.266
H -1.16357 -0.19885 4.37810  0.226
H -0.74745 -0.05013 6.13925  0.265
O 2.38075 0.19541 -5.22051  -0.860
S 0.96666 -0.12097 -5.08445  2.268
O 0.11854 0.76445 -4.21430  -0.865
O 0.26882 -0.16494 -6.60956  -0.669
C 1.03768 -0.70348 -7.65464  -0.083
C 0.20183 -0.90664 -8.83777  -0.622
C 0.72477 -1.85968 -4.49685  -0.846
H 1.45127 -1.67689 -7.39102  0.175
H 1.84493 -0.03423 -7.95223  0.204
H 0.87912 -1.14690 -9.65731  0.236
H -0.38913 -0.05781 -9.18178  0.231
H -0.46645 -1.74375 -8.63592  0.209
H -0.34105 -2.08479 -4.53517  0.249
H 1.10766 -1.90848 -3.47748  0.245
H 1.20645 -2.61396 -5.11905  0.261
C -0.17961 -4.90610 1.73102  -0.479
Br -0.73369 -5.84951 0.06806  0.278
Br 1.80885 -4.72195 2.13210  0.226
Br -1.21052 -5.59857 3.26910  0.294
H -0.46724 -3.87171 1.54284  0.215

Forces on atoms 1 to 6 (eV/Å):
Al 0.061 0.007 -0.034
O 0.024 -0.046 0.084
H 0.023 0.101 -0.073
O 0.128 -0.839 0.634
S 2.011 -1.325 1.291
O -0.012 0.601 -0.296

Output
Total charge: +2
Gap between HOMO and LUMO (hartree): 0.0668
Relative energy (zero: lowest compared OMol25 entry of this formula, charge and spin) (kcal/mol): 68.66
HOMO level (eV): -14.924
Lowest unoccupied orbital energy (eV): -13.11

---

Result set for max |F|: 10.57, 5.07, 1.79, 1.19, 0.59, 1.52, 0.50, 3.62 eV/A, one per record in the order listed.
Result set for energy: -11016.431, -12139.867, -95234.624, -164673.357, -16639.470, -8293.258, -29203.538, -260249.879 eV, one per record in the order listed.